No. 1
Below is a gas-phase ion, CH3N2O2 (charge +1) in a non-equilibrium geometry, with properties calculated with the ωB97M-V functional and the def2-TZVPD basis.

```
! wB97M-V def2-TZVPD RIJCOSX def2/J DEFGRID3
* xyz 1 1
C -0.28 0.54 0.04
N -1.19 -0.31 -0.02
N 1.31 -0.05 -0.07
O 1.37 -1.20 0.05
O 2.10 0.82 0.03
H -0.19 1.70 0.15
H -2.23 -0.24 0.07
H -0.91 -1.26 -0.25
*
```

The relative energy (zero: lowest compared OMol25 entry of this formula, charge and spin) comes out at 2.662 eV. For the HOMO-LUMO gap, the calculation gives 10.24 eV. The value obtained for the LUMO energy is -6.79 eV.


No. 2
Below is a molecular structure, CH3N2O2P in a non-equilibrium geometry, with properties calculated with the ωB97M-V functional and the def2-TZVPD basis.

```
! wB97M-V def2-TZVPD RIJCOSX def2/J DEFGRID3
* xyz 0 3
C -1.60 0.59 -1.35
N -1.41 -0.15 -2.23
N 0.17 1.57 -0.14
O 1.04 -0.99 0.13
O -0.90 -0.35 1.53
P -0.14 0.14 0.37
H 1.26 1.59 -0.33
H 1.75 -0.81 -0.46
H -2.13 1.01 -0.29
*
```

The relative energy (zero: lowest compared OMol25 entry of this formula, charge and spin) comes out at 2.840 eV. For the HOMO-LUMO gap (spin up / spin down), the calculation gives 7.26 / 7.73 eV. The value obtained for the LUMO energy (spin up / spin down) is 0.20 / -4.01 eV.


No. 3
Below is a gas-phase ion, CH3N2O2S (charge -1) in a non-equilibrium geometry, with properties calculated with the ωB97M-V functional and the def2-TZVPD basis.

```
! wB97M-V def2-TZVPD RIJCOSX def2/J DEFGRID3
* xyz -1 1
C -0.51 0.08 -0.33
N 0.43 0.62 -1.15
N 0.41 -0.81 -0.89
O -1.14 -0.46 2.14
O 1.14 0.07 1.66
S -0.22 0.51 1.48
H -1.48 0.02 -0.64
H 0.27 0.91 -2.16
H 1.09 -0.93 -0.10
*
```

The relative energy (zero: lowest compared OMol25 entry of this formula, charge and spin) comes out at 2.665 eV. For the HOMO-LUMO gap, the calculation gives 7.25 eV. The value obtained for the LUMO energy is 4.13 eV.


No. 4
Below is 2 unconnected molecules or ions with the total composition CH3N2O2S in a non-equilibrium geometry, with properties calculated with the ωB97M-V functional and the def2-TZVPD basis.

```
! wB97M-V def2-TZVPD RIJCOSX def2/J DEFGRID3
* xyz -1 1
C -0.30 0.39 -0.10
N -1.20 -0.49 -0.70
N -0.92 -0.54 0.71
O 2.30 1.14 0.51
O 1.89 -1.23 0.28
S 1.74 0.12 -0.39
H -1.14 2.06 -0.13
H -2.11 -0.25 -0.99
H -0.25 -1.21 0.81
*
```

The relative energy (zero: lowest compared OMol25 entry of this formula, charge and spin) comes out at 5.630 eV. For the HOMO-LUMO gap, the calculation gives 7.68 eV. The value obtained for the LUMO energy is 4.01 eV.


No. 5
Below is 2 unconnected molecules or ions with the total composition CH3N2O2S in a non-equilibrium geometry, with properties calculated with the ωB97M-V functional and the def2-TZVPD basis.

```
! wB97M-V def2-TZVPD RIJCOSX def2/J DEFGRID3
* xyz -1 1
C -0.59 -0.03 0.64
N 0.28 -1.09 1.00
N 0.64 0.24 1.36
O 1.12 0.41 -2.43
O -1.36 0.38 -2.60
S -0.16 0.88 -1.88
H -1.41 0.20 1.19
H 0.02 -1.58 1.91
H 1.46 0.58 0.81
*
```

The relative energy (zero: lowest compared OMol25 entry of this formula, charge and spin) comes out at 4.159 eV. For the HOMO-LUMO gap (spin up / spin down), the calculation gives 6.58 / 6.59 eV. The value obtained for the LUMO energy (spin up / spin down) is 4.08 / 4.08 eV.


No. 6
Below is a gas-phase ion, CH3N2O2S (charge -1) in a non-equilibrium geometry, with properties calculated with the ωB97M-V functional and the def2-TZVPD basis.

```
! wB97M-V def2-TZVPD RIJCOSX def2/J DEFGRID3
* xyz -1 1
C -0.58 -0.39 -0.25
N 1.06 0.78 1.18
N 0.45 0.62 0.03
O -2.96 1.30 -0.22
O -3.16 -1.14 -0.09
S -2.51 0.08 0.45
H -0.65 -1.22 0.52
H -0.80 -0.40 -1.37
H 1.64 1.59 0.99
*
```

The relative energy (zero: lowest compared OMol25 entry of this formula, charge and spin) comes out at 2.535 eV. For the HOMO-LUMO gap, the calculation gives 7.60 eV. The value obtained for the LUMO energy is 4.14 eV.


No. 7
Below is a molecular structure, CH3N2O3S in a non-equilibrium geometry, with properties calculated with the ωB97M-V functional and the def2-TZVPD basis.

```
! wB97M-V def2-TZVPD RIJCOSX def2/J DEFGRID3
* xyz -1 1
C 0.12 0.38 0.75
N -1.18 0.88 0.62
N 0.01 1.64 0.26
O -0.40 -0.87 -1.92
O 1.90 -1.19 -1.20
O 0.13 -2.40 -0.07
S 0.51 -1.25 -0.85
H 0.52 -0.07 1.55
H -1.73 0.44 -0.14
H 0.12 2.44 1.00
*
```

The relative energy (zero: lowest compared OMol25 entry of this formula, charge and spin) comes out at 3.298 eV. For the HOMO-LUMO gap, the calculation gives 8.11 eV. The value obtained for the LUMO energy is 4.14 eV.


No. 8
Below is CH3N2PS in the gas phase in a non-equilibrium geometry, with properties calculated with the ωB97M-V functional and the def2-TZVPD basis.

```
! wB97M-V def2-TZVPD RIJCOSX def2/J DEFGRID3
* xyz 0 1
C 0.86 0.61 0.00
N 0.43 -0.68 -0.49
N -0.69 -1.25 -0.02
P -2.19 -0.93 0.06
S 2.04 -0.79 0.11
H 1.23 1.36 -0.85
H 0.62 1.10 0.98
H -2.30 0.58 0.20
*
```

The relative energy (zero: lowest compared OMol25 entry of this formula, charge and spin) comes out at 4.446 eV. For the HOMO-LUMO gap, the calculation gives 8.28 eV. The value obtained for the LUMO energy is -0.37 eV.


No. 9
Below is 2 unconnected molecules or ions with the total composition CH3N2PS in a non-equilibrium geometry, with properties calculated with the ωB97M-V functional and the def2-TZVPD basis.

```
! wB97M-V def2-TZVPD RIJCOSX def2/J DEFGRID3
* xyz 0 1
C -2.35 -0.69 0.09
N -3.13 -1.47 -0.15
N -1.70 1.71 -0.53
P -1.13 0.61 0.40
S 2.95 -0.41 -0.21
H 2.91 -1.78 -0.04
H -1.31 2.65 -0.42
H 3.77 -0.62 0.87
*
```

The relative energy (zero: lowest compared OMol25 entry of this formula, charge and spin) comes out at 2.040 eV. For the HOMO-LUMO gap, the calculation gives 8.81 eV. The value obtained for the LUMO energy is -1.21 eV.


No. 10
Below is a molecular structure, CH3N2PS in a non-equilibrium geometry, with properties calculated with the ωB97M-V functional and the def2-TZVPD basis.

```
! wB97M-V def2-TZVPD RIJCOSX def2/J DEFGRID3
* xyz 0 1
C 1.33 -0.19 2.36
N 1.76 -0.08 3.41
N 0.28 0.78 -0.46
P 0.73 -0.66 0.13
S -1.18 -1.44 0.19
H -0.73 1.08 -0.56
H 0.99 1.35 -0.77
H -0.90 -2.25 1.07
*
```

The relative energy (zero: lowest compared OMol25 entry of this formula, charge and spin) comes out at 1.628 eV. For the HOMO-LUMO gap, the calculation gives 9.45 eV. The value obtained for the LUMO energy is -0.25 eV.


No. 11
Below is 2 unconnected molecules or ions with the total composition CH3N3O in a non-equilibrium geometry, with properties calculated with the ωB97M-V functional and the def2-TZVPD basis.

```
! wB97M-V def2-TZVPD RIJCOSX def2/J DEFGRID3
* xyz 0 1
C 0.27 0.73 -0.92
N 0.55 -2.03 0.41
N 0.05 -1.33 1.08
N -0.19 1.20 0.15
O -0.45 -0.66 1.85
H -0.42 0.17 -1.67
H 1.28 0.85 -1.32
H -1.09 1.07 0.43
*
```

The relative energy (zero: lowest compared OMol25 entry of this formula, charge and spin) comes out at 3.493 eV. For the HOMO-LUMO gap, the calculation gives 10.96 eV. The value obtained for the LUMO energy is 1.16 eV.


No. 12
Below is 2 unconnected molecules or ions with the total composition CH3N3O in a non-equilibrium geometry, with properties calculated with the ωB97M-V functional and the def2-TZVPD basis.

```
! wB97M-V def2-TZVPD RIJCOSX def2/J DEFGRID3
* xyz 0 1
C 0.51 -0.95 0.12
N -1.92 0.20 -0.16
N -1.23 1.04 -0.23
N 0.79 0.10 0.77
O -0.34 1.75 -0.32
H 0.99 -1.33 -0.95
H -0.25 -1.68 0.40
H 1.45 0.87 0.37
*
```

The relative energy (zero: lowest compared OMol25 entry of this formula, charge and spin) comes out at 4.123 eV. For the HOMO-LUMO gap, the calculation gives 10.97 eV. The value obtained for the LUMO energy is 1.10 eV.


No. 13
Below is a molecular structure, CH3N3O2 in a non-equilibrium geometry, with properties calculated with the ωB97M-V functional and the def2-TZVPD basis.

```
! wB97M-V def2-TZVPD RIJCOSX def2/J DEFGRID3
* xyz 0 3
C -0.43 1.02 -1.26
N 1.29 -0.92 -0.40
N -0.75 0.93 0.03
N 0.17 -0.22 -1.72
O -0.61 1.91 -2.05
O 0.27 -0.63 -2.84
H 1.71 -1.69 -0.91
H -0.34 0.16 0.54
H -1.09 1.75 0.50
*
```

The relative energy (zero: lowest compared OMol25 entry of this formula, charge and spin) comes out at 0.973 eV. For the HOMO-LUMO gap (spin up / spin down), the calculation gives 8.79 / 8.24 eV. The value obtained for the LUMO energy (spin up / spin down) is -0.18 / -1.72 eV.


No. 14
Below is CH3N3O2S in the gas phase in a non-equilibrium geometry, with properties calculated with the ωB97M-V functional and the def2-TZVPD basis.

```
! wB97M-V def2-TZVPD RIJCOSX def2/J DEFGRID3
* xyz 0 1
C 0.30 0.87 -0.30
N 0.61 -0.96 1.07
N -1.96 -0.25 -0.49
N 1.09 -0.31 0.14
O -3.10 -0.64 -0.39
O 2.14 -0.50 -0.47
S -1.34 0.94 0.48
H 0.85 1.76 0.00
H 0.21 0.84 -1.38
H 1.20 -1.75 1.34
*
```

The relative energy (zero: lowest compared OMol25 entry of this formula, charge and spin) comes out at 4.658 eV. For the HOMO-LUMO gap, the calculation gives 9.00 eV. The value obtained for the LUMO energy is -0.34 eV.


No. 15
Below is CH3N3O2S in the gas phase in a non-equilibrium geometry, with properties calculated with the ωB97M-V functional and the def2-TZVPD basis.

```
! wB97M-V def2-TZVPD RIJCOSX def2/J DEFGRID3
* xyz 0 1
C -1.27 0.46 -0.33
N -0.46 1.37 0.22
N 0.73 1.25 0.44
N -0.21 -1.19 -0.01
O 1.97 -0.80 1.21
O 1.87 -0.16 -1.24
S 1.25 -0.33 0.04
H -2.06 0.20 0.16
H -1.44 0.62 -1.46
H -0.38 -1.41 0.96
*
```

The relative energy (zero: lowest compared OMol25 entry of this formula, charge and spin) comes out at 3.834 eV. For the HOMO-LUMO gap, the calculation gives 9.47 eV. The value obtained for the LUMO energy is -0.90 eV.


No. 16
Below is a molecular structure, CH3N3O2S in a non-equilibrium geometry, with properties calculated with the ωB97M-V functional and the def2-TZVPD basis.

```
! wB97M-V def2-TZVPD RIJCOSX def2/J DEFGRID3
* xyz 0 1
C 0.03 0.50 0.15
N 1.01 -0.42 -0.13
N -1.21 0.08 0.12
N 0.46 1.77 0.38
O 0.27 -2.68 0.85
O 0.13 -2.39 -1.54
S 0.25 -1.83 -0.30
H -1.93 0.76 0.21
H 1.35 1.88 -0.04
H -0.37 2.32 0.31
*
```

The relative energy (zero: lowest compared OMol25 entry of this formula, charge and spin) comes out at 1.947 eV. For the HOMO-LUMO gap, the calculation gives 8.68 eV. The value obtained for the LUMO energy is -1.05 eV.


No. 17
Below is CH3N3O2S in the gas phase in a non-equilibrium geometry, with properties calculated with the ωB97M-V functional and the def2-TZVPD basis.

```
! wB97M-V def2-TZVPD RIJCOSX def2/J DEFGRID3
* xyz 0 1
C -0.94 -0.01 0.55
N 0.36 1.32 -0.51
N 0.23 0.90 0.64
N 0.45 -1.38 -1.06
O 0.96 0.98 1.59
O 1.12 -2.17 -1.69
S -0.32 -1.81 0.33
H -1.60 0.00 1.33
H -1.42 0.24 -0.49
H 1.16 1.94 -0.69
*
```

The relative energy (zero: lowest compared OMol25 entry of this formula, charge and spin) comes out at 5.586 eV. For the HOMO-LUMO gap, the calculation gives 8.81 eV. The value obtained for the LUMO energy is -0.39 eV.


No. 18
Below is CH3N3O2S in the gas phase in a non-equilibrium geometry, with properties calculated with the ωB97M-V functional and the def2-TZVPD basis.

```
! wB97M-V def2-TZVPD RIJCOSX def2/J DEFGRID3
* xyz 0 3
C 0.12 -0.37 0.74
N 0.99 -0.96 1.43
N -1.12 -0.75 0.46
N 0.38 1.22 0.02
O -0.09 0.61 -2.40
O -1.80 0.09 -0.44
S -0.73 1.27 -1.23
H 1.97 -0.62 1.46
H -1.06 -1.72 0.17
H 1.35 1.23 -0.21
*
```

The relative energy (zero: lowest compared OMol25 entry of this formula, charge and spin) comes out at 3.667 eV. For the HOMO-LUMO gap (spin up / spin down), the calculation gives 6.66 / 5.93 eV. The value obtained for the LUMO energy (spin up / spin down) is 0.68 / -3.84 eV.


No. 19
Below is CH3N3O3 in the gas phase in a non-equilibrium geometry, with properties calculated with the ωB97M-V functional and the def2-TZVPD basis.

```
! wB97M-V def2-TZVPD RIJCOSX def2/J DEFGRID3
* xyz 0 1
C 0.60 -0.56 0.38
N 2.46 0.63 0.98
N 1.91 -0.22 0.37
N -1.98 0.03 -1.11
O 0.09 -1.57 0.61
O -0.07 0.69 -0.03
O -1.50 0.83 -0.02
H 3.45 0.71 0.88
H -2.03 -0.95 -0.70
H -2.93 0.41 -1.35
*
```

The relative energy (zero: lowest compared OMol25 entry of this formula, charge and spin) comes out at 4.174 eV. For the HOMO-LUMO gap, the calculation gives 9.08 eV. The value obtained for the LUMO energy is -0.46 eV.


No. 20
Below is a molecular structure, CH3N3O3 in a non-equilibrium geometry, with properties calculated with the ωB97M-V functional and the def2-TZVPD basis.

```
! wB97M-V def2-TZVPD RIJCOSX def2/J DEFGRID3
* xyz 0 1
C 1.04 -1.96 -0.34
N -0.67 2.16 0.53
N -0.77 0.07 -0.39
N -1.03 0.97 0.74
O 1.56 -1.90 -1.43
O -1.40 0.42 1.79
O 0.14 -1.30 0.33
H 1.03 -2.79 0.36
H -0.94 2.84 1.20
H -0.17 0.75 -0.85
*
```

The relative energy (zero: lowest compared OMol25 entry of this formula, charge and spin) comes out at 4.317 eV. For the HOMO-LUMO gap (spin up / spin down), the calculation gives 9.11 / 9.11 eV. The value obtained for the LUMO energy (spin up / spin down) is -1.84 / -1.84 eV.